[1]
A gas-phase ion, C4H9NOS2 (charge -1) at a distorted geometry. Source: the Open Molecules 2025 dataset; level of theory: the ωB97M-V functional and the def2-TZVPD basis.

- Total charge: -1
- Maximum force: 0.0550 Eh/bohr
- 2S+1: 2
- Total energy: -1084.1679 a.u.
- Gap between HOMO and LUMO (alpha / beta): 3.36 / 7.28 eV
- Energy relative to the best compared isomer or geometry (same formula, charge and spin): 0.77 kcal per mole

Each line ends with the Mulliken charge.
Cartesian coordinates (Å):
S: -0.718 2.409 0.407  -0.52
S: 0.833 1.448 -0.784  -0.43
C: 0.199 -0.091 -1.539  -0.74
C: 0.598 -1.302 -0.719  -0.33
C: -0.522 -1.860 0.116  0.33
N: -0.377 -1.899 1.453  -0.17
C: 0.856 -1.654 2.174  -0.83
O: -1.627 -2.015 -0.387  -0.67
H: -1.388 3.150 -0.510  0.03
H: 0.736 -0.054 -2.485  0.19
H: -0.861 -0.084 -1.790  0.39
H: 1.585 -1.157 -0.282  0.30
H: 0.954 -2.137 -1.344  0.32
H: -1.227 -1.887 1.989  0.25
H: 0.725 -1.829 3.247  0.30
H: 1.156 -0.608 2.072  0.31
H: 1.656 -2.273 1.779  0.28



[2]
2 unconnected molecules or ions with the total composition C2Cl3N3O at a distorted geometry. Source: the Open Molecules 2025 dataset; level of theory: the ωB97M-V functional and the def2-TZVPD basis.

- Maximum force: 0.0977 Eh/bohr
- Total energy: -1696.0878 a.u.
- Gap between HOMO and LUMO: 7.17 eV
- Energy relative to the best compared isomer or geometry (same formula, charge and spin): 39.77 kcal per mole

Each line ends with the Mulliken charge.
Cartesian coordinates (Å):
C: 0.761 -1.026 -1.376  0.49
C: -0.762 0.225 0.629  0.79
N: 1.740 -1.646 -1.510  -0.47
N: -0.301 -0.281 -1.255  -0.41
N: 0.265 0.784 1.165  -0.10
O: -1.903 0.051 0.862  -0.37
Cl: -1.680 -0.384 -2.240  -0.03
Cl: 1.936 0.836 0.913  0.10
Cl: -0.055 1.441 2.811  0.01



[3]
A molecular structure, C34H30N8S2Sn at a distorted geometry. Source: the Open Molecules 2025 dataset; level of theory: the ωB97M-V functional and the def2-TZVPD basis.

- Total charge: +2
- Maximum force: 0.0306 Eh/bohr
- Total energy: -2761.8725 a.u.
- Gap between HOMO and LUMO: 6.86 eV
- Energy relative to the best compared isomer or geometry (same formula, charge and spin): 8.81 kcal per mole

Each line ends with the Mulliken charge.
Cartesian coordinates (Å):
Sn: -0.185 0.561 -0.860  1.27
C: -2.648 -1.588 -1.251  -1.28
N: -0.245 -1.948 -1.957  1.28
C: 0.141 -1.671 -3.358  -1.15
C: -0.256 -0.301 -3.866  -1.12
N: 0.506 0.802 -3.234  1.48
C: 1.962 0.627 -3.367  -1.51
C: 0.025 2.075 -3.687  -0.74
C: 0.739 2.849 -4.599  -0.33
C: 0.310 4.114 -4.962  -0.93
C: -0.837 4.655 -4.395  -0.73
C: -1.549 3.913 -3.476  -0.83
C: -1.144 2.619 -3.135  1.24
S: -2.122 1.763 -1.982  -0.38
C: 0.801 -2.781 -1.387  -1.08
C: 0.923 -4.121 -1.752  -0.21
C: 1.856 -4.949 -1.159  -1.03
C: 2.672 -4.449 -0.153  -0.84
C: 2.596 -3.112 0.186  -1.05
C: 1.697 -2.263 -0.464  1.69
S: 1.925 -0.552 -0.122  -0.43
H: -3.541 -2.153 -0.975  0.44
H: -2.935 -0.852 -2.002  0.36
H: -2.752 -0.103 0.134  0.51
H: -0.284 -2.417 -4.036  0.37
H: 1.221 -1.779 -3.419  0.69
H: -1.319 -0.115 -3.711  0.47
H: -0.072 -0.289 -4.947  0.52
H: 2.242 0.320 -4.378  0.42
H: 2.310 -0.132 -2.667  0.34
H: 2.467 1.557 -3.124  0.39
H: 1.634 2.455 -5.061  0.49
H: 0.875 4.679 -5.691  0.44
H: -1.169 5.646 -4.669  0.45
H: -2.450 4.306 -3.023  0.49
H: 0.284 -4.518 -2.533  0.53
H: 1.943 -5.978 -1.479  0.47
H: 3.387 -5.090 0.345  0.44
H: 3.256 -2.698 0.939  0.49
C: -1.718 -3.806 -0.928  -0.60
C: -1.608 -2.569 -1.819  0.15
N: -2.104 -0.843 -0.128  -0.26
C: -1.589 -1.482 1.023  0.53
C: -1.296 -2.791 1.159  -0.94
N: -1.617 -3.840 0.332  -0.38
C: -1.111 -0.505 2.009  -0.06
C: -1.013 -0.746 3.371  -0.94
C: -0.447 0.214 4.211  1.54
C: -0.012 1.403 3.606  -0.74
C: -0.144 1.577 2.243  0.05
N: -0.692 0.642 1.467  0.08
C: 0.359 2.760 1.520  0.15
C: 0.611 3.990 2.126  -0.51
N: 1.059 5.028 1.439  -0.51
C: 1.274 4.875 0.140  -0.52
C: 1.026 3.661 -0.486  -0.30
N: 0.564 2.622 0.206  0.28
C: -0.293 -0.018 5.666  0.85
C: -0.752 -1.189 6.268  -0.55
C: -0.576 -1.367 7.634  -0.46
N: 0.011 -0.462 8.400  -0.55
C: 0.457 0.655 7.848  -0.46
C: 0.331 0.917 6.491  -0.52
H: -2.054 -4.725 -1.404  0.33
H: -1.975 -2.857 -2.807  0.59
H: -0.783 -3.104 2.060  0.42
H: -1.388 -1.682 3.754  0.64
H: 0.443 2.182 4.195  0.30
H: 0.428 4.152 3.180  0.45
H: 1.642 5.732 -0.408  0.42
H: 1.196 3.520 -1.547  0.46
H: -1.244 -1.972 5.708  0.35
H: -0.917 -2.269 8.127  0.39
H: 0.935 1.368 8.509  0.39
H: 0.735 1.845 6.113  0.29



[4]
A molecular structure, ILi. Source: the Open Molecules 2025 dataset; level of theory: the ωB97M-V functional and the def2-TZVPD basis.

- Maximum force: 0.0142 Eh/bohr
- Total energy: -305.2739 a.u.
- Gap between HOMO and LUMO: 7.11 eV
- Energy relative to the best compared isomer or geometry (same formula, charge and spin): 1.43 kcal per mole

Each line ends with the Mulliken charge.
Cartesian coordinates (Å):
Li: -0.598 0.911 -0.664  0.71
I: 0.598 -0.911 0.664  -0.71



[5]
A gas-phase ion, C5H6NO4 (charge -1) at a distorted geometry. Source: the Open Molecules 2025 dataset; level of theory: the ωB97M-V functional and the def2-TZVPD basis.

- Total charge: -1
- SMILES: O=C=C(O)/C=C\[C@H](O)[N-]O
- Maximum force: 0.0768 Eh/bohr
- Total energy: -549.7004 a.u.
- Gap between HOMO and LUMO (alpha / beta): 6.29 / 6.30 eV
- Energy relative to the best compared isomer or geometry (same formula, charge and spin): 147.12 kcal per mole

Each line ends with the Mulliken charge.
Cartesian coordinates (Å):
O: -0.724 1.223 -2.262  -0.56
C: 0.093 0.572 -1.651  0.09
C: 0.833 -0.484 -1.340  0.65
O: 1.361 -1.319 -2.387  -0.57
C: 1.051 -1.144 -0.064  -0.53
C: 0.420 -0.693 1.061  -0.45
C: -0.533 0.461 1.010  -0.57
O: -1.735 0.032 0.284  -0.61
N: 0.166 1.610 0.540  -0.44
O: -0.753 2.693 0.459  -0.35
H: 1.207 -0.763 -3.172  0.29
H: 1.555 -2.059 -0.005  0.42
H: 0.607 -1.117 2.057  0.28
H: -0.932 0.832 1.973  0.54
H: -1.319 -0.315 -0.442  0.47
H: -1.550 2.185 0.157  0.33



[6]
2 unconnected molecules or ions with the total composition C11H12NO2 at a distorted geometry. Source: the Open Molecules 2025 dataset; level of theory: the ωB97M-V functional and the def2-TZVPD basis.

- Total charge: -1
- Maximum force: 0.0588 Eh/bohr
- Total energy: -631.6553 a.u.
- Gap between HOMO and LUMO: 7.09 eV
- Energy relative to the best compared isomer or geometry (same formula, charge and spin): 26.63 kcal per mole

Each line ends with the Mulliken charge.
Cartesian coordinates (Å):
C: -1.538 3.536 0.025  -1.36
C: 0.605 0.634 0.705  -0.34
C: -0.577 1.366 0.820  1.17
C: -0.375 2.586 0.104  0.65
C: 0.844 2.592 -0.467  -0.84
C: 0.738 -0.678 1.185  -0.79
C: -0.352 -1.205 1.848  -0.42
C: -1.457 -0.375 2.169  -0.42
C: -1.616 0.871 1.624  -0.55
N: 1.525 1.422 0.022  -0.19
H: 1.644 -1.248 1.037  0.27
H: -0.340 -2.258 2.093  0.41
H: 2.244 0.938 -0.498  0.31
H: -2.176 -0.779 2.875  0.33
H: 1.480 3.216 -1.063  0.42
H: -2.518 1.431 1.839  0.33
H: -1.398 4.126 -0.901  0.36
H: -1.449 4.352 0.763  0.27
H: -2.564 3.192 -0.005  0.36
C: -0.486 -1.808 -2.097  -0.63
C: 0.693 -2.666 -1.627  0.59
O: 0.483 -3.903 -1.548  -0.75
O: 1.772 -2.026 -1.503  -0.72
H: -0.117 -1.071 -2.802  0.22
H: -0.939 -1.348 -1.203  -0.01
H: -1.262 -2.397 -2.586  0.32



[7]
A molecular structure, C47H85Br2Cl2I2N11O4P at a distorted geometry. Source: the Open Molecules 2025 dataset; level of theory: the ωB97M-V functional and the def2-TZVPD basis.

- Total charge: +1
- Maximum force: 0.3852 Eh/bohr
- Total energy: -9749.2777 a.u.
- Gap between HOMO and LUMO: 6.02 eV

Each line ends with the Mulliken charge.
Cartesian coordinates (Å):
C: 0.448 4.382 1.054  -0.15
O: -0.036 5.519 0.214  -0.36
C: -0.389 6.634 1.116  -0.40
C: -1.420 7.614 0.296  -0.62
C: -3.010 7.408 0.708  -0.79
C: -3.467 5.807 0.739  0.18
C: -5.087 5.760 0.488  -0.80
C: -5.850 4.448 1.108  -0.82
C: -5.189 3.002 0.704  0.16
C: -4.560 2.224 2.002  0.14
C: -5.248 0.778 2.351  -1.03
C: -4.945 -0.419 1.273  0.06
C: -3.371 -0.849 1.128  0.05
N: -2.729 -0.596 2.473  0.06
C: -2.526 -0.069 -0.068  -0.95
C: -3.325 0.478 -1.390  -1.19
I: -2.033 1.890 -2.538  0.11
C: -3.775 -0.672 -2.466  -0.02
C: -5.380 -1.121 -2.329  -0.58
I: -3.656 0.314 -4.465  -0.03
N: -1.294 -0.932 -0.214  1.30
P: 0.145 -0.533 0.756  0.68
O: 0.593 -1.735 1.733  -0.75
O: -0.005 0.872 1.772  -0.20
O: 1.511 -0.202 -0.331  -0.14
C: -1.807 -2.360 -0.177  -1.16
N: -1.250 -3.440 -0.872  0.94
N: -1.813 -4.712 -0.811  -0.44
C: -0.009 -3.253 -1.716  -0.85
Br: 1.536 -3.977 -0.599  0.01
C: 0.017 -4.096 -3.120  0.24
C: 0.054 -3.152 -4.476  -0.83
Br: 1.726 -5.192 -3.146  -0.15
N: -3.034 -2.296 0.711  1.45
C: -3.157 -3.345 1.809  0.10
Cl: -1.801 -3.703 3.074  -0.10
C: -4.382 -4.227 1.951  0.04
C: -5.680 -4.156 0.952  -0.53
Cl: -4.454 -5.536 3.310  -0.17
H: 1.415 4.744 1.643  0.28
H: -0.407 4.075 1.796  0.05
H: 0.679 3.507 0.298  0.02
H: -0.772 6.297 2.176  0.27
H: 0.606 7.260 1.289  0.33
H: -1.155 8.731 0.618  0.32
H: -1.267 7.574 -0.876  0.27
H: -3.256 7.978 1.707  0.31
H: -3.656 7.943 -0.139  0.30
H: -3.197 5.363 1.788  0.07
H: -2.866 5.282 -0.141  0.15
H: -5.533 6.730 1.020  0.34
H: -5.332 5.886 -0.654  0.27
H: -5.982 4.622 2.258  0.33
H: -6.949 4.449 0.642  0.24
H: -5.975 2.312 0.169  0.31
H: -4.317 3.239 -0.069  -0.13
H: -4.771 2.927 2.943  0.57
H: -3.398 2.208 1.872  -0.50
H: -6.424 0.956 2.393  0.41
H: -4.930 0.489 3.464  0.17
H: -5.517 -1.384 1.679  0.00
H: -5.481 -0.129 0.274  -0.17
H: -3.283 -0.973 3.272  0.40
H: -2.437 0.396 2.610  -0.25
H: -2.272 0.956 0.488  0.57
H: -4.294 1.105 -1.136  0.16
H: -3.059 -1.594 -2.547  0.25
H: -5.526 -1.833 -1.412  -0.11
H: -5.789 -1.629 -3.309  0.40
H: -6.062 -0.162 -2.133  0.28
H: -0.272 0.639 2.715  0.13
H: 1.664 0.803 -0.232  0.37
H: -1.083 -5.458 -0.888  0.30
H: -2.524 -4.856 -1.591  0.04
H: 0.261 -2.143 -1.969  0.22
H: -0.861 -4.855 -3.268  0.32
H: -1.068 -3.120 -4.884  0.23
H: 0.738 -3.719 -5.272  0.42
H: 0.461 -2.087 -4.205  0.12
H: -5.919 -5.253 0.546  0.27
H: -6.611 -3.855 1.605  0.33
H: -5.514 -3.491 0.004  -0.16
C: 0.347 -0.107 6.116  -0.94
C: -0.700 0.405 7.100  -0.54
C: -2.046 0.701 6.435  -0.36
C: -1.869 1.773 5.373  0.36
N: -1.722 2.663 4.491  -0.53
H: 0.577 0.637 5.347  0.22
H: 1.282 -0.332 6.639  0.34
H: 0.005 -1.022 5.620  0.29
H: -0.318 1.311 7.585  0.31
H: -0.846 -0.344 7.886  0.35
H: -2.765 1.051 7.183  0.39
H: -2.453 -0.204 5.970  0.17
C: 6.611 -0.793 0.550  -1.12
C: 6.685 0.595 -0.077  -0.33
C: 5.593 1.538 0.433  -0.22
C: 4.224 0.968 0.097  0.36
N: 3.089 0.495 -0.182  -0.97
H: 5.672 -1.299 0.303  0.34
H: 7.426 -1.422 0.178  0.37
H: 6.695 -0.736 1.642  0.14
H: 6.611 0.496 -1.167  0.34
H: 7.665 1.032 0.141  0.36
H: 5.697 2.522 -0.035  0.42
H: 5.673 1.668 1.518  0.00
C: 9.286 0.303 -3.175  -0.96
C: 8.886 0.632 -4.610  -0.44
C: 9.278 2.051 -5.026  -0.39
C: 8.582 3.060 -4.126  0.27
N: 8.006 3.897 -3.380  -0.48
H: 8.776 0.951 -2.455  0.17
H: 9.012 -0.729 -2.931  0.31
H: 10.367 0.412 -3.033  0.37
H: 7.803 0.498 -4.716  0.28
H: 9.367 -0.084 -5.285  0.31
H: 8.983 2.233 -6.065  0.29
H: 10.362 2.189 -4.951  0.29
C: 1.103 -0.031 -6.380  -0.79
C: 2.231 0.996 -6.379  -0.44
C: 3.139 0.884 -7.605  -0.38
C: 3.786 -0.491 -7.641  0.23
N: 4.323 -1.632 -7.671  -0.47
H: 1.488 -1.055 -6.345  0.27
H: 0.464 0.105 -5.501  0.10
H: 0.479 0.073 -7.275  0.34
H: 2.823 0.870 -5.464  0.27
H: 1.796 2.001 -6.345  0.32
H: 3.921 1.648 -7.564  0.30
H: 2.563 1.035 -8.525  0.30
C: -4.557 -9.458 -2.078  -1.17
C: -3.518 -8.907 -1.106  -0.61
C: -3.847 -7.495 -0.620  -0.01
C: -3.899 -6.543 -1.804  0.41
N: -3.942 -5.754 -2.787  -0.68
H: -4.613 -8.858 -2.991  0.35
H: -4.296 -10.478 -2.375  0.36
H: -5.551 -9.480 -1.617  0.29
H: -2.536 -8.913 -1.595  0.31
H: -3.450 -9.577 -0.241  0.37
H: -3.081 -7.151 0.084  0.24
H: -4.813 -7.480 -0.103  0.34
C: 6.357 1.376 6.519  -1.23
C: 5.168 1.194 5.581  -0.33
C: 5.500 0.335 4.360  -0.23
C: 6.608 0.994 3.554  0.25
N: 7.527 1.540 2.886  -0.51
H: 7.182 1.902 6.029  0.35
H: 6.065 1.972 7.390  0.36
H: 6.727 0.409 6.876  0.31
H: 4.817 2.182 5.257  0.30
H: 4.346 0.727 6.135  0.18
H: 4.613 0.223 3.727  0.20
H: 5.824 -0.665 4.669  0.39



[8]
10 unconnected molecules or ions with the total composition C6H32NO10 at a distorted geometry. Source: the Open Molecules 2025 dataset; level of theory: the ωB97M-V functional and the def2-TZVPD basis.

- Maximum force: 0.1191 Eh/bohr
- 2S+1: 2
- Total energy: -1054.6830 a.u.
- Gap between HOMO and LUMO (alpha / beta): 10.19 / 5.21 eV
- Energy relative to the best compared isomer or geometry (same formula, charge and spin): 70.67 kcal per mole

Each line ends with the Mulliken charge.
Cartesian coordinates (Å):
C: 0.268 2.448 0.818  -0.66
C: 1.587 2.160 1.698  -1.04
C: 0.357 1.498 -0.486  0.28
N: -1.043 1.337 -0.868  0.61
C: -1.555 2.396 -1.772  -0.95
C: -1.104 0.047 -1.497  -0.25
C: -2.520 -0.401 -1.943  -0.25
O: -2.644 -1.451 -2.916  -0.56
H: -0.706 2.219 1.194  0.42
H: 0.205 3.597 0.730  0.22
H: 1.349 1.107 2.038  0.25
H: 2.445 2.385 1.064  0.33
H: 1.472 2.752 2.633  0.35
H: 0.928 0.579 -0.180  -0.08
H: 1.017 2.135 -1.212  0.21
H: -1.491 3.452 -1.325  0.32
H: -2.645 2.252 -1.983  0.37
H: -0.848 2.580 -2.711  0.35
H: -0.597 -0.696 -0.748  -0.25
H: -0.343 -0.250 -2.349  0.44
H: -2.857 0.488 -2.595  0.42
H: -3.223 -0.569 -1.154  0.19
H: 4.078 1.695 0.701  0.36
H: 3.688 0.500 -0.356  0.44
O: 4.117 1.352 -0.211  -0.67
H: -0.045 -2.894 0.024  0.55
H: -1.505 -3.223 -1.096  0.21
O: -1.074 -3.202 -0.287  -0.78
H: 1.125 -2.082 -1.593  0.24
H: -1.739 -1.949 -3.047  0.34
O: 1.268 -1.932 -2.574  -0.72
H: -0.300 1.494 3.841  0.31
H: -1.238 2.019 2.892  0.27
O: -1.013 2.055 3.786  -0.62
H: 3.805 -1.501 -0.693  0.21
H: 2.271 -1.726 -0.260  0.43
O: 3.007 -1.049 -0.703  -0.75
H: 1.934 -1.267 -2.333  0.47
H: 1.498 -3.753 -0.221  0.15
O: 1.287 -2.843 -0.036  -0.95
H: -2.628 -1.982 1.435  0.20
H: -1.490 -2.109 0.470  0.14
O: -2.078 -1.411 0.936  -0.55
H: 1.868 -2.578 1.601  0.42
H: 0.984 -2.887 2.661  0.27
O: 1.709 -2.270 2.518  -0.68
H: -2.630 0.513 1.260  0.36
H: -2.183 0.168 2.598  0.34
O: -2.769 0.794 2.250  -0.71